75
Properties=species:S:1:pos:R:3:forces:R:3 method="wB97M-V/def2-TZVPD" e_homo_ha=-0.232 de_lowest_ev=0.000 gap_ev=3.5
O -5.7564 -4.6868 3.4527 0.927 2.048 -0.422
N -5.3231 -3.5265 3.2726 -2.912 -0.303 0.231
O -6.0521 -2.5085 3.3508 1.291 -1.864 -0.215
C -3.9325 -3.3341 3.0098 1.660 0.293 0.503
C -3.4361 -2.0183 2.9715 0.039 -0.404 0.044
C -2.0742 -1.7976 3.1667 -0.506 -0.312 -0.275
C -1.2250 -2.8809 3.4235 -0.143 -0.049 0.584
S 0.5248 -2.5571 3.8682 0.468 -0.279 -2.667
C 1.5897 -2.4371 1.0818 -0.014 -1.065 3.123
Cl 3.1499 -2.1131 1.9382 -0.342 0.224 -0.257
O 0.5604 -1.2651 4.5318 -0.604 1.317 1.078
O 1.0477 -3.7189 4.5627 -0.283 -1.061 1.090
C -1.6820 -4.1901 3.2255 -0.480 0.099 -0.203
C -3.0480 -4.4274 3.0616 -0.166 0.526 -0.088
H -4.1348 -1.1943 2.8676 0.111 -0.133 0.069
H -1.7030 -0.7753 3.1256 0.096 -0.253 0.461
H 1.4647 -3.5300 1.0903 0.051 0.286 0.029
H -0.9888 -5.0283 3.2023 -0.055 0.215 0.425
H -3.4552 -5.4318 3.0212 0.097 0.117 0.064
C -0.3212 4.3692 -1.8852 -0.055 0.474 -0.332
N -0.1051 3.4481 -0.7995 -0.434 -0.245 0.788
C -0.8893 3.5525 0.3274 0.278 1.038 -0.557
O -1.5493 4.5372 0.6311 0.444 -1.188 -0.287
C -0.8136 2.2336 1.0592 0.703 0.234 0.915
C -2.1750 1.5282 1.0172 -0.294 0.228 -0.003
C -2.7028 1.4420 -0.3979 -0.445 -0.283 0.029
C -3.4506 2.5011 -0.9263 0.110 0.092 0.002
C -3.8681 2.4816 -2.2539 0.092 -0.202 -0.097
C -3.5565 1.3852 -3.0675 0.110 0.065 0.215
C -2.8641 0.2969 -2.5257 -0.091 0.088 -0.025
C -2.4736 0.3096 -1.1850 0.182 0.246 -0.102
N 0.2372 1.5288 0.3163 0.614 -1.872 -0.071
C 0.4987 0.2114 0.5362 -0.442 1.360 0.130
C 0.9047 -0.6714 -0.4553 0.791 -1.245 -0.617
C 1.5568 -1.9146 -0.2109 -0.289 2.470 -2.809
C 2.3702 -2.5496 -1.2432 -0.162 -0.759 -0.993
C 3.3071 -3.5731 -0.9150 -0.172 0.557 0.082
C 4.3652 -3.8605 -1.7682 -0.214 -0.008 -0.258
C 4.4314 -3.2526 -3.0271 -0.247 0.081 0.192
C 3.3908 -2.4186 -3.4501 -0.286 -0.155 0.255
C 2.3445 -2.0978 -2.5844 0.642 -0.131 0.139
C 0.7640 2.2822 -0.8330 -0.448 0.158 -0.778
C 2.3002 2.6438 -0.7725 -0.600 -0.082 0.578
C 2.5651 3.4229 0.5171 0.215 0.105 -0.056
C 2.6569 3.4928 -1.9868 0.094 0.249 -0.177
C 3.1646 1.3897 -0.8093 0.224 -0.176 0.064
H -1.3935 4.4252 -2.1209 0.254 -0.007 0.154
H 0.0279 5.3715 -1.6018 -0.101 -0.178 -0.226
H 0.2122 4.0323 -2.7757 -0.110 0.056 0.175
H -0.4783 2.4126 2.0952 -0.230 -0.135 -0.222
H -2.1073 0.5381 1.4844 0.028 0.201 -0.114
H -2.8507 2.1506 1.6224 0.163 -0.245 -0.072
H -3.6886 3.3569 -0.2868 0.114 -0.285 -0.267
H -4.4282 3.3306 -2.6517 0.132 -0.315 0.082
H -3.8623 1.3811 -4.1144 0.083 -0.046 0.293
H -2.6243 -0.5693 -3.1457 -0.179 0.230 0.164
H -1.9754 -0.5588 -0.7423 -0.121 0.266 -0.207
H 0.3902 -0.0766 1.5859 -0.207 -0.186 -0.211
H 0.7880 -0.3522 -1.5004 0.347 0.038 0.689
H 0.8140 -2.0258 1.7558 0.490 -0.391 -0.319
H 3.2291 -4.1095 0.0322 0.188 0.397 -0.207
H 5.1408 -4.5610 -1.4549 -0.302 0.149 -0.118
H 5.2660 -3.4589 -3.6937 -0.161 0.036 0.147
H 3.3846 -2.0166 -4.4577 0.027 -0.095 0.078
H 1.5086 -1.5064 -2.9561 0.344 0.062 0.146
H 0.5768 1.7134 -1.7609 0.051 0.157 0.113
H 2.3572 2.8103 1.4012 0.036 0.106 -0.085
H 3.6236 3.7151 0.5479 -0.245 -0.047 0.072
H 1.9601 4.3363 0.5599 0.109 -0.147 0.039
H 2.3574 2.9946 -2.9190 0.053 0.142 0.105
H 2.2005 4.4863 -1.9411 0.101 -0.193 -0.070
H 3.7452 3.6403 -2.0256 -0.264 -0.087 0.046
H 2.9494 0.7821 -1.6992 0.078 0.038 0.178
H 4.2244 1.6850 -0.8576 -0.317 -0.080 0.019
H 3.0384 0.7753 0.0882 0.081 0.055 -0.186